Entry 1:
{"formula": "C14H27Br3F3N3O5", "method": "wB97M-V/def2-TZVPD", "symbols": ["C", "C", "O", "N", "C", "H", "H", "H", "H", "H", "H", "H", "C", "C", "O", "N", "C", "H", "H", "H", "H", "H", "H", "H", "C", "C", "O", "N", "C", "H", "H", "H", "H", "H", "H", "H", "C", "C", "O", "C", "O", "C", "F", "F", "F", "H", "H", "H", "H", "H", "C", "Br", "Br", "Br", "H"], "xyz": [[2.643752, -1.906846, 3.076903], [2.699641, -2.792971, 4.312936], [1.765670, -3.495790, 4.651550], [3.880491, -2.788736, 4.973664], [4.161072, -3.712444, 6.050715], [1.607616, -1.725808, 2.823294], [3.086169, -2.504788, 2.274855], [3.187471, -0.974051, 3.214120], [4.629963, -2.248117, 4.583549], [3.743043, -4.692203, 5.820685], [3.705587, -3.372815, 6.980669], [5.237931, -3.808692, 6.152819], [-2.399244, 3.055168, -7.198309], [-3.059816, 3.176464, -5.841329], [-4.245730, 3.390785, -5.714955], [-2.217654, 3.042899, -4.780132], [-2.653798, 3.211844, -3.411656], [-3.038765, 3.479406, -7.966453], [-2.261753, 1.998892, -7.446461], [-1.436378, 3.566074, -7.242872], [-1.248998, 2.889820, -4.991475], [-3.641591, 2.773978, -3.269252], [-2.726697, 4.260343, -3.114610], [-1.977546, 2.677406, -2.747288], [0.970972, -1.791782, -5.100374], [0.764464, -2.519213, -6.394747], [0.753886, -3.742667, -6.447761], [0.593735, -1.763021, -7.515600], [0.513575, -0.324799, -7.571070], [0.038685, -1.697570, -4.529572], [1.386116, -0.792643, -5.229646], [1.583441, -2.338908, -4.384256], [0.397467, -2.296822, -8.344690], [1.414730, 0.178214, -7.220041], [-0.326772, 0.066677, -6.984576], [0.325760, -0.030425, -8.601436], [-1.618126, 0.828143, 8.678352], [-0.731389, 0.854264, 7.452191], [-1.588790, 0.689636, 6.293887], [-0.994207, 0.811301, 5.131163], [0.159755, 1.047919, 4.935784], [-2.010784, 0.598103, 3.986515], [-2.907530, -0.351304, 4.298792], [-2.671238, 1.733861, 3.717839], [-1.357071, 0.216811, 2.883704], [-0.990348, 0.894241, 9.565017], [-2.160025, -0.117709, 8.704015], [-2.342186, 1.639723, 8.667533], [-0.035933, 0.014091, 7.468794], [-0.169508, 1.781966, 7.364505], [0.214884, 0.522667, -0.304746], [0.153241, -0.259038, -2.073858], [-0.252953, 2.379830, -0.425113], [1.949372, 0.270326, 0.483614], [-0.503644, -0.001695, 0.304837]], "forces_ev_per_a": [[0.102, -0.633, 0.355], [-0.272, 0.156, -0.275], [-0.042, -0.032, 0.118], [0.205, 0.063, -0.120], [-0.182, -0.090, -0.084], [-0.083, 0.127, 0.047], [0.048, 0.268, -0.112], [0.001, 0.024, -0.105], [0.055, 0.031, 0.057], [-0.015, 0.017, -0.033], [0.137, -0.015, 0.098], [0.032, 0.047, 0.170], [0.048, -0.183, -0.227], [0.233, 0.252, -0.033], [-0.333, 0.004, 0.108], [-0.088, -0.027, -0.272], [-0.185, -0.278, 0.204], [-0.146, 0.053, 0.121], [0.098, 0.058, 0.060], [0.045, -0.108, 0.093], [0.092, 0.038, 0.214], [-0.007, 0.011, -0.210], [0.135, 0.012, -0.056], [0.088, 0.148, -0.047], [-0.066, 0.478, 0.900], [0.071, -0.935, -0.015], [-0.046, 0.564, -0.041], [0.097, -0.071, 0.263], [-0.486, 0.340, 0.013], [-0.223, 0.092, -0.544], [-0.015, -0.033, 0.052], [0.302, -0.241, -0.505], [0.027, -0.031, -0.043], [0.125, -0.114, -0.108], [0.062, -0.086, 0.005], [0.136, 0.012, -0.018], [0.048, -0.229, -0.328], [-0.143, -0.162, 0.331], [-0.158, 0.134, 0.369], [0.035, -0.090, -0.120], [0.161, 0.068, -0.176], [-0.073, -0.269, -0.020], [0.239, 0.328, -0.196], [0.104, -0.175, 0.049], [-0.181, 0.070, 0.028], [-0.058, 0.069, 0.070], [-0.022, 0.037, 0.102], [0.044, 0.079, 0.047], [0.076, 0.096, -0.097], [-0.016, 0.010, -0.128], [0.257, -0.008, -0.398], [-0.034, -0.073, 0.110], [-0.033, 0.027, 0.273], [-0.079, 0.085, -0.027], [-0.115, 0.085, 0.084]], "fmax_ev_per_a": 1.02, "e_homo_ha": -0.3551, "homo_lumo_gap_ev": 9.59, "e_tot_ev": -247944.729, "lumo_energy_ev": -0.1}

=====

Entry 2:
{"formula": "CH9N3O2", "method": "wB97M-V/def2-TZVPD", "symbols": ["N", "C", "N", "N", "H", "H", "H", "H", "H", "O", "H", "H", "O", "H", "H"], "xyz": [[0.205242, 1.508788, 0.215997], [1.112549, 0.572119, 0.336110], [0.694710, -0.690316, 0.592208], [2.573812, 0.763823, 0.352396], [0.634515, 2.426130, -0.036046], [-0.203595, -0.863047, 0.263877], [1.088467, -1.573089, 0.794101], [2.833545, 0.722729, 1.368946], [2.930919, -0.092791, 0.007613], [-2.843015, -1.266716, 0.352357], [-3.866640, -1.525175, 0.489438], [-2.396119, -0.736229, 1.061555], [-1.101856, -0.032003, -1.851520], [-0.810362, 0.669018, -1.234476], [-0.852173, 0.116759, -2.712556]], "forces_ev_per_a": [[2.004, -0.469, -0.487], [0.320, 1.462, 0.809], [-0.634, 0.142, -0.106], [-1.587, 0.573, 1.683], [-0.199, -1.132, 0.337], [-2.060, -0.095, -0.630], [1.710, -0.068, 0.156], [-0.201, 0.445, -1.141], [0.714, -0.953, -0.648], [-2.299, -0.716, 0.454], [3.952, 1.451, 0.304], [-1.676, -0.721, -0.592], [-1.113, -0.888, 3.257], [0.007, 0.027, -0.630], [1.064, 0.942, -2.766]], "fmax_ev_per_a": 4.22, "e_homo_ha": -0.3470, "homo_lumo_gap_ev": 10.13, "e_tot_ev": -9747.478, "lumo_energy_ev": 0.7, "e_above_lowest_ev": 1.5873}

=====

Entry 3:
{"formula": "C27H27As2BrIrN4O3", "method": "wB97M-V/def2-TZVPD", "symbols": ["Ir", "O", "N", "O", "C", "C", "C", "C", "C", "C", "N", "C", "C", "N", "C", "C", "C", "C", "H", "H", "H", "H", "H", "H", "H", "O", "C", "C", "C", "N", "C", "Br", "C", "H", "H", "H", "H", "C", "As", "C", "C", "C", "C", "C", "C", "C", "As", "C", "C", "H", "H", "H", "H", "H", "H", "H", "H", "H", "H", "H", "H", "H", "H", "H", "H"], "xyz": [[-0.119980, -0.127186, -0.935763], [3.819384, 3.683520, 4.076090], [2.672207, 4.034066, 4.057000], [2.154286, 4.877242, 4.723689], [1.764386, 3.340983, 3.095965], [0.445853, 3.662435, 3.177654], [-0.520472, 3.070688, 2.317300], [-1.879806, 3.435963, 2.328666], [-2.736881, 2.839418, 1.431420], [-2.235108, 1.865806, 0.565575], [-0.970458, 1.492360, 0.557023], [-0.098428, 2.087298, 1.392364], [1.293064, 1.740715, 1.307889], [1.651653, 0.816567, 0.401205], [2.919665, 0.501481, 0.238226], [3.934908, 1.100869, 0.985001], [3.601034, 2.041262, 1.933371], [2.251313, 2.388039, 2.139470], [0.123289, 4.397407, 3.905003], [-2.232644, 4.185845, 3.022260], [-3.779681, 3.110570, 1.385934], [-2.886858, 1.385705, -0.156204], [3.152786, -0.235420, -0.523556], [4.965170, 0.827052, 0.816932], [4.380908, 2.511541, 2.520058], [0.926715, 4.182064, -5.582083], [0.751649, 3.427572, -4.530602], [0.755815, 3.875324, -3.196093], [0.541103, 2.972470, -2.178836], [0.333228, 1.666346, -2.377236], [0.355720, 1.245484, -3.646296], [0.094687, -0.638962, -3.798264], [0.545776, 2.043917, -4.738306], [1.051638, 5.129109, -5.404727], [0.925270, 4.915091, -2.963258], [0.534355, 3.304098, -1.151162], [0.546328, 1.659785, -5.746092], [-3.990495, -1.324039, 0.405129], [-2.366049, -1.666711, -0.643028], [-3.078700, -2.196499, -2.386795], [-1.769838, -3.412265, 0.016625], [-2.736780, -4.361642, 0.337827], [-2.360097, -5.658438, 0.643354], [-1.020082, -6.011794, 0.646353], [-0.052014, -5.074314, 0.323200], [-0.424105, -3.762582, 0.044788], [0.992631, -2.416120, -0.041137], [2.541130, -3.375414, -0.760192], [1.419554, -2.327203, 1.869066], [-4.728613, -2.101690, 0.200070], [-4.437656, -0.366212, 0.141498], [-3.764818, -1.320799, 1.472484], [-3.878061, -2.929213, -2.241726], [-2.286914, -2.648385, -2.986066], [-3.480647, -1.335443, -2.924657], [-3.788767, -4.102659, 0.337700], [-3.117417, -6.397697, 0.861268], [-0.720511, -7.011876, 0.922243], [0.992020, -5.366454, 0.310032], [2.937855, -4.058383, -0.003682], [3.337201, -2.680435, -1.034688], [2.250623, -3.934057, -1.653038], [1.430699, -3.347149, 2.262480], [0.666238, -1.751144, 2.408778], [2.401738, -1.877904, 2.022495]], "forces_ev_per_a": [[0.274, 0.667, 1.167], [0.797, -0.034, 0.306], [-0.776, -0.328, -0.604], [-0.023, 0.651, 0.626], [-0.882, 0.102, -0.068], [0.615, 0.086, 0.166], [0.113, -0.524, -0.560], [0.026, -0.199, -0.197], [0.257, 0.054, 0.117], [-0.570, 0.002, -0.202], [0.654, -1.519, -1.086], [0.108, 0.410, 0.517], [0.234, 0.460, 0.620], [-0.879, -0.656, -1.329], [0.545, -0.021, -0.064], [-0.325, 0.052, 0.056], [0.457, -0.147, -0.083], [-0.267, -0.422, -0.423], [0.075, -0.024, -0.001], [-0.019, 0.052, 0.060], [-0.085, -0.010, -0.016], [0.055, 0.080, 0.107], [-0.004, 0.086, 0.050], [0.050, -0.016, -0.026], [-0.201, -0.108, -0.141], [0.030, 0.134, -0.391], [-0.126, -0.443, 0.889], [0.007, -0.163, -0.175], [0.019, 0.373, 0.128], [-0.576, -1.199, 0.524], [-0.004, 0.275, 0.048], [0.017, 0.051, 0.852], [0.052, 0.077, -0.157], [-0.019, -0.200, 0.118], [0.000, 0.097, 0.062], [-0.019, 0.047, 0.082], [0.004, -0.130, -0.084], [0.294, 0.593, 0.208], [0.939, -0.452, -0.612], [0.054, 0.288, -0.073], [0.102, 0.475, 0.012], [-0.087, 0.170, -0.171], [-0.032, -0.039, 0.050], [0.084, -0.037, -0.033], [0.093, 0.089, 0.099], [0.225, 0.360, -0.277], [-1.487, 0.071, 0.694], [0.069, 0.452, -0.594], [0.093, 0.361, -0.093], [0.268, -0.043, -0.194], [0.051, -0.038, -0.089], [0.107, -0.029, -0.109], [0.151, 0.095, 0.144], [-0.024, 0.017, 0.139], [0.042, -0.029, 0.110], [0.031, -0.071, -0.039], [-0.018, -0.010, 0.100], [-0.013, -0.106, -0.108], [-0.062, -0.025, 0.096], [-0.296, 0.186, 0.080], [-0.095, -0.022, 0.043], [-0.044, 0.092, 0.136], [-0.018, 0.057, -0.225], [0.022, -0.032, -0.143], [-0.062, 0.013, -0.040]], "fmax_ev_per_a": 1.98, "e_homo_ha": [-0.6402, -0.6405], "homo_lumo_gap_ev": [6.69, 6.75], "e_tot_ev": -235069.552, "lumo_energy_ev": [-10.7, -10.7], "total_charge": 3}